{"formula": "C3H6N2OS", "method": "ωB97M-V/def2-TZVPD", "lumo_energy_ev": 0.35, "total_charge": 0, "smiles": "[H]/N=C/NC(=S)OC", "elements": ["H", "N", "C", "N", "C", "S", "O", "C", "H", "H", "H", "H", "H"], "positions_angstrom": [[1.8764, -1.5349, -1.2268], [1.0625, -0.9785, -1.0111], [0.5114, -1.3477, 0.0439], [-0.5954, -0.7778, 0.7563], [-1.3091, 0.1981, -0.0489], [-2.9245, -0.3240, -0.3837], [-0.6481, 1.1833, -0.5413], [0.3790, 1.7317, 0.1426], [0.8673, -2.3153, 0.5598], [-1.1338, -1.5493, 0.9900], [0.3279, 2.7505, -0.2782], [0.3279, 1.6120, 1.2541], [1.2584, 1.3518, -0.2566]], "forces_ev_per_angstrom": [[-0.065, -0.312, -0.108], [-0.062, 1.358, -0.439], [0.667, -2.455, 2.057], [2.781, 2.631, -2.748], [-3.019, -4.019, 0.190], [2.267, 1.693, 0.196], [-3.440, -1.421, -0.839], [1.186, 2.736, 1.219], [-0.667, 1.388, -0.348], [-1.879, -1.128, 0.868], [0.370, 0.146, 1.254], [-0.081, 0.369, -1.031], [1.941, -0.986, -0.273]]}

{"formula": "C3H6N2OS", "method": "ωB97M-V/def2-TZVPD", "lumo_energy_ev": 0.13, "total_charge": 0, "smiles": "[H]/N=C(/C)NOC=S", "elements": ["H", "N", "C", "C", "N", "O", "C", "S", "H", "H", "H", "H", "H"], "positions_angstrom": [[-0.5635, 1.8536, -0.1611], [0.4503, 1.6355, -0.0678], [0.7278, 0.4072, -0.0923], [2.0998, -0.2241, 0.1104], [-0.2204, -0.6664, -0.1681], [-1.4621, -0.0646, -0.6192], [-2.4591, -0.2606, 0.3041], [-3.9116, 0.2781, -0.0456], [2.1452, -0.7283, 1.0750], [2.3570, -0.9940, -0.6554], [2.8779, 0.5620, 0.1083], [0.0485, -1.1459, -1.0547], [-2.0897, -0.6526, 1.2664]], "forces_ev_per_angstrom": [[0.959, -0.499, -0.021], [-0.042, 0.077, 0.064], [0.363, -0.277, 0.703], [0.596, 0.676, -0.460], [-0.479, 0.483, -2.041], [-0.486, -1.033, 1.165], [1.167, 0.684, -0.367], [-0.720, -0.071, 0.151], [-0.175, 0.030, 0.047], [-0.339, 0.638, 0.388], [-0.459, -0.416, -0.105], [-0.179, -0.187, 1.030], [-0.205, -0.105, -0.553]]}

{"formula": "C3H6N2OS", "method": "ωB97M-V/def2-TZVPD", "lumo_energy_ev": [0.95, -1.93], "spin_multiplicity": 3, "total_charge": 0, "elements": ["C", "C", "C", "N", "N", "O", "S", "H", "H", "H", "H", "H", "H"], "positions_angstrom": [[0.6595, -2.0388, 0.5333], [1.2473, -2.6365, -0.3238], [-1.0930, 1.3954, 0.3190], [2.2376, 0.7574, -0.3221], [1.1318, 0.6266, 0.3366], [0.1704, 1.3771, -0.3693], [3.6964, 0.0797, -0.0526], [0.1378, -1.4899, 1.1610], [1.6632, -3.4172, -0.9716], [-1.4663, 2.3203, 0.0738], [-1.0289, 0.8940, 1.3120], [-1.7376, 0.5745, -0.1477], [2.0787, 1.3181, -1.1125]], "forces_ev_per_angstrom": [[1.963, -2.314, -2.900], [0.096, -1.403, -0.272], [0.517, -5.170, -0.674], [2.572, 0.993, -2.596], [-4.466, -0.355, 3.211], [1.430, -0.604, 0.669], [-0.008, -0.349, 0.566], [-1.908, 2.134, 2.645], [-0.233, 1.095, 0.515], [-1.200, 2.148, 0.539], [0.301, 1.748, -0.081], [0.519, 1.239, -0.115], [0.418, 0.837, -1.507]]}

| no. | electronic energy (a.u.) |
| --- | --- |
| 1 | -700.78177 |
| 2 | -700.76353 |
| 3 | -700.55448 |